Entry from the OMol25 dataset: a molecular structure, C6H12IN5O (wB97M-V/def2-TZVPD).

HOMO in eV: -7.6
Energy relative to the best compared isomer or geometry (same formula, charge and spin) in kcal per mole: 11.80
Total charge: 0
Gap between HOMO and LUMO in eV: 7.9
LUMO in eV: 0.2

Last column: Löwdin charge in e.
Cartesian coordinates (Å):
C 0.02374 -0.10768 0.27805  -0.09
C -0.10213 -1.18871 -0.67283  -0.39
C -1.18403 -0.16260 0.98434  -0.29
C 1.60139 1.62132 -1.70649  -0.05
C -3.23347 -1.46192 0.87667  -0.02
C 2.02934 1.31135 -0.35577  -0.67
N -1.23768 -1.76076 -0.59780  0.13
N -1.87641 -1.13379 0.44813  -0.15
N 0.87188 -1.64782 -1.55339  0.07
N -1.51336 0.41206 2.19554  0.17
N 1.08207 0.82463 0.47443  0.10
O 2.73288 2.21391 0.37690  -0.02
I 4.00918 -0.51614 -0.46970  0.16
H 0.62398 2.07498 -1.73951  0.09
H 1.54294 0.85881 -2.40879  0.05
H 2.31277 2.47543 -2.11760  0.14
H -3.22536 -2.01398 1.93378  0.13
H -3.91193 -0.49754 0.93111  0.13
H -3.60444 -2.12482 0.23119  0.02
H 1.65255 -2.20680 -1.21585  0.01
H 0.50769 -2.28245 -2.33832  0.12
H -2.41914 0.28040 2.62837  0.09
H -1.23517 1.29635 2.40717  0.05
H 1.27767 0.85580 1.42231  0.12
H 3.27505 2.87998 -0.01193  0.10

Entry from the OMol25 dataset: a molecular structure, C6H12INO (wB97M-V/def2-TZVPD).

HOMO in eV: -9.3
Energy relative to the best compared isomer or geometry (same formula, charge and spin) in kcal per mole: 0.00
Total charge: 0
Gap between HOMO and LUMO in eV: 9.9
LUMO in eV: 0.6

Last column: Löwdin charge in e.
Cartesian coordinates (Å):
C 2.04398 -0.63024 0.24367  -0.99
C -0.78694 -1.64873 0.93363  0.00
C -1.12891 0.87902 0.87743  -0.04
C -1.07239 -0.45603 -1.27941  -0.04
C 1.12369 1.42366 -0.68090  -0.17
C -0.43350 -0.28219 0.10764  -0.49
N 0.95195 0.10679 -0.15525  -0.15
O 2.03552 -1.76753 0.60685  -0.05
I 3.88155 0.21295 0.21050  1.01
H -0.35023 -2.43255 0.41782  0.06
H -0.35660 -1.38096 1.86908  0.07
H -1.81454 -1.50558 1.17718  0.06
H -1.58405 1.55278 0.23872  0.04
H -0.31758 1.30703 1.39059  0.07
H -1.96074 0.52042 1.63620  0.13
H -1.89469 -1.11043 -1.25726  0.06
H -1.39322 0.58367 -1.73621  0.12
H -0.43683 -0.84439 -2.02332  0.07
H 1.68215 2.08997 -0.06754  0.04
H 1.62402 1.34011 -1.72099  0.12
H 0.18736 2.04223 -0.78843  0.10

Entry from the OMol25 dataset: a molecular structure, C6H12MgO6 (wB97M-V/def2-TZVPD).

HOMO (spin up / spin down) in eV: 3.7 / 3.8
Energy relative to the best compared isomer or geometry (same formula, charge and spin) in kcal per mole: 0.00
Total charge: -3
Gap between HOMO and LUMO (spin up / spin down) in eV: 4.3 / 4.2
LUMO (spin up / spin down) in eV: 8.0 / 7.9
Spin multiplicity: 2

Last column: Mulliken spin population.
Cartesian coordinates (Å):
Mg -0.00543 0.56475 -0.44599  0.01
O 0.96520 1.84854 0.82365  0.01
C 1.82238 1.29518 1.81178  0.02
C 2.64758 -0.06644 1.68807  -0.03
O 2.00054 -1.19289 1.08541  0.87
H 1.11694 1.09640 2.61860  0.00
H 2.42067 2.15361 2.11716  -0.01
H 3.22531 -0.27283 2.58903  0.01
H 3.51535 0.23045 1.09906  0.07
O -1.02997 -0.80676 0.57327  0.02
C -2.35642 -1.29816 0.59063  0.00
C -2.72967 -2.28845 1.82684  0.00
O -1.86332 -3.38439 2.22657  0.00
H -2.40275 -1.79412 -0.37890  0.00
H -2.93963 -0.37805 0.55392  0.00
H -3.74552 -2.67590 1.74914  0.00
H -2.81475 -1.56948 2.64168  0.00
O 1.12231 -0.29345 -1.87725  0.00
C 0.97329 0.68656 -2.89826  0.00
C -0.45474 1.46167 -2.95146  0.00
O -0.97940 1.77115 -1.72715  0.00
H 1.21009 0.16318 -3.82460  0.00
H 1.72186 1.45385 -2.70079  0.00
H -1.12643 0.94143 -3.63431  0.00
H -0.29348 2.35414 -3.55611  0.00

Entry from the OMol25 dataset: a molecular structure, C6H12MnN2OP (wB97M-V/def2-TZVPD).

HOMO (spin up / spin down) in eV: 0.3 / -1.8
Total charge: -1
Gap between HOMO and LUMO (spin up / spin down) in eV: 3.1 / 5.1
LUMO (spin up / spin down) in eV: 3.4 / 3.3
Spin multiplicity: 6

Last column: Mulliken spin population.
Cartesian coordinates (Å):
C -2.53566 -0.87092 0.20643  -0.02
C -2.54341 -1.11041 -1.20931  0.02
C -2.40098 0.12140 -1.88333  0.04
C -2.36389 1.17332 -0.93799  0.03
C -2.41584 0.61813 0.38250  0.14
Mn -0.39938 -0.36506 0.53671  3.87
P 0.58091 -2.32016 1.43061  -0.10
H -2.79768 -1.58459 0.98714  0.02
H -2.66248 -2.08346 -1.67624  -0.02
H -2.45010 0.25434 -2.96050  0.00
H -2.60945 1.14691 1.31565  -0.04
H -2.37553 2.23283 -1.18457  0.00
H 1.82167 -2.72019 0.82641  -0.03
H -0.16649 -3.53982 1.51948  0.02
H 0.90906 -2.01286 2.79935  -0.03
N 2.69153 2.24281 0.80848  0.17
C 2.38802 1.19866 -0.00320  5.49
N 3.25681 0.79134 -0.95936  -0.04
O 1.25552 0.66619 0.06853  -2.96
H 3.65166 2.52053 0.95545  -0.49
H 1.97257 2.56903 1.44366  -0.34
H 2.95213 0.06447 -1.59399  -0.19
H 4.24100 1.00752 -0.87189  -0.52

Entry from the OMol25 dataset: a gas-phase ion, C6H12N (charge +1) (wB97M-V/def2-TZVPD).

HOMO in eV: -13.6
Energy relative to the best compared isomer or geometry (same formula, charge and spin) in kcal per mole: 86.67
Total charge: +1
Gap between HOMO and LUMO in eV: 10.3
SMILES: C[NH2+][C@H]1[C@@H]2C[C@@]21C
LUMO in eV: -3.3

Last column: Löwdin charge in e.
Cartesian coordinates (Å):
C 0.86942 -0.42996 2.11930  0.04
N 0.44118 -1.21864 0.85097  0.10
C -0.67627 -0.30463 0.26247  -0.21
C -0.46311 1.10896 0.17810  -0.10
C -1.54609 1.25527 -0.89804  0.00
C -0.46696 0.26905 -1.09761  -0.25
C 0.61401 -0.15458 -2.05772  0.02
H 1.08092 0.56622 1.79597  0.07
H 0.13186 -0.49049 2.75503  0.04
H 1.76985 -0.97928 2.61562  0.15
H 0.09158 -2.11928 1.24574  0.19
H 1.19377 -1.30373 0.04889  0.20
H -1.64817 -0.52044 0.55983  0.14
H 0.01989 1.77662 0.86087  0.14
H -2.54458 0.99500 -0.68428  0.10
H -1.48387 2.18504 -1.51167  0.14
H 1.43538 -0.80359 -1.74821  0.09
H 1.11345 0.70896 -2.47458  0.10
H 0.06773 -0.54049 -2.82069  0.06

Entry from the OMol25 dataset: a gas-phase ion, C6H12N (charge +1) (wB97M-V/def2-TZVPD).

HOMO in eV: -15.6
Energy relative to the best compared isomer or geometry (same formula, charge and spin) in kcal per mole: 66.66
Total charge: +1
Gap between HOMO and LUMO in eV: 10.5
SMILES: C=[N+]1C[C@@]1(C)CC
LUMO in eV: -5.1

Last column: Löwdin charge in e.
Cartesian coordinates (Å):
C -2.60975 0.46742 0.61455  0.24
N -1.57963 0.25019 -0.11446  0.01
C -0.87242 0.37874 -1.33598  0.01
C -0.15645 -0.20555 -0.15462  -0.38
C 0.11735 -1.71458 0.15656  0.02
C 0.86740 0.62502 0.58457  -0.21
C 2.25421 0.50312 -0.09763  -0.08
H -2.53295 0.27317 1.63974  0.11
H -3.27495 1.23006 0.31850  0.11
H -0.64547 1.34089 -1.78366  0.14
H -1.28467 -0.18313 -2.19014  0.15
H -0.22136 -1.83113 1.22793  0.11
H 1.27496 -1.88911 -0.01708  0.13
H -0.51849 -2.31187 -0.46571  0.07
H 0.43517 1.62345 0.81694  0.13
H 1.02801 0.14958 1.55385  0.11
H 2.75620 -0.45451 0.30351  0.10
H 2.80641 1.50817 0.12440  0.12
H 2.15643 0.24005 -1.18125  0.09

Entry from the OMol25 dataset: a gas-phase ion, C6H12N (charge +1) (wB97M-V/def2-TZVPD).

HOMO in eV: -12.8
Energy relative to the best compared isomer or geometry (same formula, charge and spin) in kcal per mole: 32.88
Total charge: +1
Gap between HOMO and LUMO in eV: 9.2
SMILES: C=C/C=C/CC[NH3+]
LUMO in eV: -3.6

Last column: Löwdin charge in e.
Cartesian coordinates (Å):
C 1.38151 -1.32160 2.28388  0.03
C 0.98665 -0.05670 2.24467  -0.17
C 0.48641 0.67797 1.07044  -0.11
C 0.84418 0.37106 -0.18723  -0.13
C 0.24579 1.01364 -1.39396  -0.16
C -1.22155 0.62926 -1.66593  -0.11
N -1.53406 -0.71694 -1.01290  0.18
H 1.64454 -1.94681 1.43417  0.06
H 1.69937 -1.79523 3.20763  0.07
H 0.91662 0.50091 3.17299  0.10
H -0.16163 1.53566 1.20629  0.12
H 1.65472 -0.34404 -0.26626  0.12
H 0.81280 0.73269 -2.28029  0.12
H 0.22789 2.10672 -1.39484  0.13
H -1.50267 0.50222 -2.70873  0.13
H -1.91771 1.32979 -1.21060  0.13
H -2.39172 -1.23618 -1.20477  0.18
H -1.34615 -0.58698 -0.00877  0.15
H -0.82501 -1.39544 -1.28578  0.16

Entry from the OMol25 dataset: a gas-phase ion, C6H12N (charge +1) (wB97M-V/def2-TZVPD).

HOMO (spin up / spin down) in eV: -8.1 / -15.8
Energy relative to the best compared isomer or geometry (same formula, charge and spin) in kcal per mole: 61.90
Total charge: +1
Gap between HOMO and LUMO (spin up / spin down) in eV: 4.8 / 9.7
LUMO (spin up / spin down) in eV: -3.2 / -6.2
Spin multiplicity: 3

Last column: Mulliken spin population.
Cartesian coordinates (Å):
C -0.92141 -0.67671 -1.18748  0.12
C -1.29513 -0.15053 0.97125  0.12
C -0.66891 -1.24036 0.16926  0.75
C -0.44096 0.33745 -0.17568  0.83
C 0.33155 -2.24440 0.59807  0.02
C 0.80130 2.41719 -0.40670  0.08
N 0.86286 0.96373 -0.09817  0.03
H -0.24702 -0.98120 -1.98167  0.01
H -1.94208 -0.55542 -1.53203  0.02
H -2.35947 0.03163 0.88047  0.02
H -0.93112 -0.01617 1.98496  0.01
H 0.79294 -1.96964 1.54666  0.01
H 1.10347 -2.39314 -0.15702  0.01
H -0.16763 -3.20238 0.74618  0.04
H 0.36133 2.56284 -1.39093  0.00
H 0.17152 2.91390 0.32937  0.00
H 1.79756 2.85454 -0.38625  -0.05
H 1.24746 0.84526 0.85040  -0.01
H 1.50376 0.50343 -0.76068  -0.01

Number 1: calculated total energy -882.4766 Ha. Number 2: calculated total energy -663.4505 Ha. Number 3: calculated total energy -887.0185 Ha. Number 4: calculated total energy -1912.8221 Ha. Number 5: calculated total energy -290.1838 Ha. Number 6: calculated total energy -290.2157 Ha. Number 7: calculated total energy -290.2695 Ha. Number 8: calculated total energy -290.0542 Ha.